(1)
# C25H15N7O4S5Ti

A molecular structure, C25H15N7O4S5Ti (wB97M-V/def2-TZVPD, OMol25).

Last column: natural (NBO) charge in e.
Geometry (Å):
Ti: 0.408 1.530 -0.657  1.262
O: -1.207 -1.647 0.489  -0.543
C: -1.597 -0.560 0.154  0.730
N: -0.930 0.649 0.535  -0.816
C: -1.530 1.306 1.579  0.670
O: -2.321 0.828 2.362  -0.571
C: -1.122 2.748 1.652  0.132
C: -1.586 3.581 2.648  -0.193
C: -1.199 4.911 2.617  -0.137
C: -0.368 5.349 1.597  -0.235
C: 0.058 4.444 0.642  0.078
N: -0.316 3.165 0.677  -0.459
C: -2.781 -0.363 -0.753  0.065
C: -3.214 -1.427 -1.531  -0.201
C: -4.241 -1.198 -2.431  -0.168
C: -4.802 0.067 -2.492  -0.237
C: -4.318 1.052 -1.641  0.040
N: -3.316 0.853 -0.792  -0.399
H: -2.237 3.172 3.406  0.255
H: -1.542 5.599 3.378  0.228
H: -0.048 6.379 1.536  0.234
H: 0.710 4.735 -0.172  0.233
H: -2.731 -2.390 -1.441  0.240
H: -4.588 -1.991 -3.082  0.226
H: -5.594 0.298 -3.192  0.231
H: -4.742 2.049 -1.658  0.201
S: -3.839 0.907 -6.672  -0.055
C: -2.785 1.103 -5.434  -0.569
S: -2.662 2.564 -4.503  0.481
C: -1.451 2.003 -3.385  -0.403
C: -1.005 0.752 -3.569  -0.428
S: 0.165 0.062 -2.492  -0.017
S: -1.683 -0.129 -4.910  0.481
S: -0.925 2.952 -2.037  -0.040
O: 2.036 2.024 1.358  -0.380
N: 2.657 2.651 0.525  0.394
O: 2.079 2.640 -0.644  -0.557
N: 3.884 -7.208 4.478  -0.283
C: 3.706 -6.291 3.811  0.268
C: 3.485 -5.139 2.977  -0.174
C: 2.779 -4.047 3.475  -0.127
C: 2.580 -2.934 2.678  -0.242
C: 3.070 -2.929 1.380  0.243
C: 3.764 -4.017 0.872  -0.234
C: 3.980 -5.122 1.676  -0.144
N: 2.851 -1.793 0.554  -0.360
C: 3.724 -1.265 -0.379  -0.073
C: 3.086 -0.212 -0.939  -0.050
N: 1.840 -0.084 -0.359  -0.535
C: 1.730 -1.047 0.531  0.248
H: 2.401 -4.066 4.487  0.238
H: 2.058 -2.071 3.069  0.238
H: 4.117 -4.009 -0.150  0.231
H: 4.519 -5.976 1.292  0.237
H: 4.711 -1.661 -0.537  0.235
H: 3.429 0.470 -1.697  0.247
H: 0.851 -1.267 1.114  0.265

Atomic forces in eV per Å
Ti -0.2 0.1 0.2
O 0.0 0.0 0.0
C 0.0 0.1 0.0
N 0.0 0.0 0.0
C 0.0 0.0 0.0
O 0.0 0.0 0.0
C 0.0 -0.1 0.0
C 0.0 0.1 0.0
C 0.0 0.0 0.0
C 0.0 0.0 0.0
C -0.1 0.0 0.0
N 0.1 0.0 -0.1
C 0.0 -0.1 0.0
C 0.0 0.0 0.0
C 0.0 0.0 0.0
C 0.0 0.0 0.0
C 0.0 0.0 0.0
N 0.0 0.0 0.0
H 0.0 0.0 0.0
H 0.0 0.0 0.0
H 0.0 0.0 0.0
H 0.0 0.0 0.0
H 0.0 0.0 0.0
H 0.0 0.0 0.0
H 0.0 0.0 0.0
H 0.0 0.0 0.0
S 0.0 0.0 0.0
C 0.0 0.0 0.0
S 0.0 0.0 0.0
C 0.0 0.0 0.0
C 0.0 0.0 0.0
S 0.0 0.0 0.0
S 0.0 0.0 0.0
S 0.1 0.0 0.0
O -0.1 -0.1 -0.1
N 0.1 0.0 0.0
O 0.0 0.0 0.0
N 0.0 0.0 0.0
C 0.0 0.0 0.0
C 0.0 0.0 0.0
C 0.0 0.0 0.0
C 0.0 0.0 0.0
C 0.0 0.1 0.0
C 0.0 0.0 0.0
C 0.0 0.0 0.0
N 0.0 0.0 0.0
C 0.0 0.0 -0.1
C 0.0 0.0 0.0
N 0.0 -0.1 0.0
C 0.0 -0.1 0.0
H 0.0 0.0 0.0
H 0.0 0.0 0.0
H 0.0 0.0 0.0
H 0.0 0.0 0.0
H 0.0 0.0 0.0
H 0.0 0.0 0.0
H 0.0 0.0 0.0

Properties
* LUMO level: -1.058 eV
* multiplicity: 1
* HOMO: -7.50 eV
* HOMO-LUMO gap: 6.441 eV

***

(2)
# CH4N3O3

A gas-phase ion, CH4N3O3 (charge +1) at a distorted geometry (wB97M-V/def2-TZVPD, OMol25).

Last column: natural (NBO) charge in e.
Geometry (Å):
N: -0.475 0.050 -1.187  -0.740
C: 0.368 0.232 -0.207  0.527
N: 0.141 -0.208 1.038  -0.192
O: 0.901 0.151 2.119  -0.469
N: 1.626 0.942 -0.527  0.496
O: 1.784 1.242 -1.686  -0.244
O: 2.364 1.282 0.398  -0.312
H: -1.351 -0.580 -1.110  0.464
H: -0.243 0.331 -2.230  0.494
H: -0.744 -0.711 1.350  0.459
H: 1.731 0.698 1.779  0.516

Atomic forces in eV per Å
N -1.6 -0.9 -3.5
C -1.3 -1.5 2.0
N 0.2 0.8 -0.9
O 1.1 0.5 -0.1
N 0.8 1.6 -0.3
O -0.2 -0.6 0.7
O -0.5 -0.6 -0.7
H 2.0 1.6 0.1
H -0.2 -0.6 3.0
H 1.5 0.9 -0.8
H -1.9 -1.2 0.3

Properties
* total charge: +1
* LUMO level: -6.738 eV
* multiplicity: 1
* HOMO: -15.33 eV
* SMILES string: N/C(=[NH+]/O)[N+](=O)[O-]
* HOMO-LUMO gap: 8.589 eV

***

(3)
# C4H6N2OS

C4H6N2OS in the gas phase at a distorted geometry (wB97M-V/def2-TZVPD, OMol25).

Last column: natural (NBO) charge in e.
Geometry (Å):
N: -0.557 1.940 1.361  -0.830
C: -1.292 0.815 0.806  -0.238
C: -0.355 0.055 -0.119  0.066
C: -0.375 -0.228 -1.430  0.047
O: 0.659 -1.031 -1.751  -0.423
C: 1.236 -1.259 -0.546  0.358
S: 2.698 -2.251 -0.465  0.046
N: 0.742 -0.663 0.452  -0.487
H: -0.957 2.217 2.276  0.356
H: 0.428 1.642 1.602  0.368
H: -2.149 1.111 0.218  0.193
H: -1.723 0.188 1.595  0.187
H: -1.021 0.076 -2.237  0.214
H: 2.665 -2.612 -1.763  0.143

Atomic forces in eV per Å
N 1.2 0.4 1.4
C 0.7 -0.5 -0.5
C -0.2 -0.8 1.3
C -1.2 1.2 -0.1
O 0.6 -0.7 0.4
C 1.8 -0.9 -0.7
S -0.4 0.1 -0.4
N -1.3 0.9 0.1
H 0.2 -0.2 -0.9
H -1.5 0.3 -0.5
H -0.2 0.6 -0.3
H 0.4 -0.5 -0.2
H 0.1 0.0 0.1
H 0.0 0.1 0.2

Properties
* LUMO level: 0.705 eV
* multiplicity: 1
* HOMO: -8.86 eV
* SMILES string: NCc1coc(S)n1
* HOMO-LUMO gap: 9.563 eV

***

(4)
# C20H33BN6O9P2V

A molecular structure, C20H33BN6O9P2V at a distorted geometry (wB97M-V/def2-TZVPD, OMol25).

Last column: Löwdin spin population.
Geometry (Å):
V: 1.111 0.067 -0.671  1.837
C: 0.736 1.683 -4.611  0.001
C: -0.372 1.843 -3.563  0.002
C: 0.065 2.840 -2.492  0.004
C: -0.780 0.501 -3.014  0.010
C: -1.609 -0.393 -3.698  0.004
C: -1.779 -1.448 -2.825  0.009
N: -1.091 -1.194 -1.714  0.009
N: -0.477 -0.012 -1.816  -0.001
B: -1.376 -1.934 -0.380  0.002
N: -0.153 -2.059 0.537  0.016
C: 0.885 -2.915 0.416  0.005
C: 1.625 -2.852 1.576  0.002
C: 0.939 -1.922 2.382  0.001
N: -0.134 -1.482 1.747  0.004
C: 1.280 -1.395 3.745  0.000
C: 2.377 -2.218 4.415  0.000
C: 1.722 0.066 3.618  0.000
N: -2.406 -1.050 0.325  0.000
C: -3.302 -1.423 1.253  0.000
C: -3.963 -0.292 1.679  0.000
C: -3.379 0.748 0.940  0.000
N: -2.457 0.264 0.121  0.000
C: -3.696 2.209 1.011  0.000
C: -2.426 3.011 1.289  0.000
C: -4.362 2.679 -0.283  0.000
H: 1.051 2.659 -4.975  0.000
H: 0.386 1.100 -5.458  0.000
H: 1.588 1.169 -4.169  0.000
H: -1.260 2.249 -4.070  0.000
H: 1.063 2.572 -2.145  0.002
H: -0.619 2.820 -1.644  0.000
H: 0.085 3.849 -2.906  0.000
H: -2.008 -0.286 -4.689  0.000
H: -2.354 -2.345 -2.938  0.001
H: -1.824 -3.013 -0.627  0.000
H: 1.020 -3.507 -0.469  0.000
H: 2.523 -3.388 1.800  0.000
H: 0.367 -1.423 4.355  0.000
H: 3.286 -2.160 3.822  0.000
H: 2.078 -3.261 4.506  0.000
H: 2.583 -1.834 5.414  0.000
H: 2.574 0.128 2.943  0.000
H: 2.011 0.476 4.587  0.000
H: 0.907 0.657 3.207  0.000
H: -3.413 -2.453 1.530  0.000
H: -4.748 -0.218 2.408  0.000
H: -4.400 2.361 1.839  0.000
H: -1.713 2.853 0.485  0.000
H: -1.964 2.667 2.210  0.000
H: -2.645 4.074 1.378  0.000
H: -3.722 2.459 -1.134  0.000
H: -4.553 3.750 -0.256  0.000
H: -5.312 2.169 -0.426  0.000
O: 4.561 0.086 -0.855  0.000
P: 3.743 -0.953 0.079  0.007
O: 4.621 -1.600 1.046  0.001
O: 2.524 -0.193 0.553  0.028
O: 3.208 -2.037 -1.051  0.004
P: 2.411 -1.516 -2.349  0.008
O: 3.562 -1.576 -3.489  0.001
O: 1.270 -2.376 -2.685  0.002
O: 2.195 -0.020 -2.185  0.027
H: 3.975 0.322 -1.587  0.000
H: 3.696 -2.488 -3.735  0.000
C: 2.675 3.076 0.227  0.002
O: 1.452 2.683 0.839  -0.014
C: 0.893 1.581 0.385  -0.015
O: -0.031 1.001 0.884  0.038
H: 2.610 4.142 -0.002  0.000
H: 2.861 2.491 -0.682  0.002
H: 3.495 2.890 0.924  0.000

Atomic forces in eV per Å
V -2.0 -0.2 1.7
C -0.2 0.0 0.1
C 0.3 0.0 0.1
C -0.2 -0.2 -0.1
C -0.4 0.0 -0.4
C 0.1 0.0 0.3
C 0.1 0.2 -0.3
N -0.6 -1.0 -0.2
N -1.0 0.5 -1.2
B -0.3 0.5 0.2
N 0.4 0.1 -0.3
C 0.4 -0.5 0.3
C -0.3 -0.2 -0.1
C -0.4 -0.3 -0.2
N -0.1 0.3 1.0
C 0.1 0.2 0.1
C -0.3 0.1 -0.1
C -0.1 -0.1 0.1
N -0.6 -0.5 0.2
C -0.1 0.0 0.0
C 0.0 -0.1 0.1
C -0.1 -0.3 0.1
N -0.3 0.8 -0.1
C 0.1 0.1 -0.3
C -0.2 0.0 0.1
C -0.1 0.0 0.2
H 0.1 0.1 -0.1
H 0.0 -0.1 -0.1
H 0.1 0.0 0.0
H 0.1 -0.1 0.1
H 0.0 0.2 0.1
H 0.0 0.1 0.1
H 0.1 0.0 0.0
H -0.1 0.1 -0.1
H -0.1 -0.2 0.1
H -0.1 -0.2 -0.2
H 0.0 0.0 -0.1
H 0.3 -0.1 0.0
H 0.1 -0.1 -0.1
H 0.2 -0.1 0.0
H 0.0 -0.2 0.0
H 0.0 0.0 0.0
H 0.0 0.1 0.0
H 0.0 0.0 0.1
H 0.0 0.1 0.0
H 0.0 -0.2 0.1
H -0.1 0.0 0.1
H 0.1 -0.1 -0.1
H 0.1 0.0 -0.1
H 0.2 0.0 0.1
H 0.0 0.1 0.0
H 0.1 -0.1 -0.1
H 0.0 0.2 0.0
H -0.1 -0.1 -0.1
O 0.1 -0.4 0.4
P 1.8 -0.3 -0.3
O 0.0 -0.1 0.1
O 0.4 -0.3 0.6
O -0.2 0.6 0.1
P 1.4 -2.2 -2.2
O -0.4 0.6 0.4
O 0.1 0.0 0.3
O 1.1 0.6 -0.9
H 0.1 0.4 -0.2
H 0.1 -0.5 -0.2
C 0.2 -0.1 -0.2
O -0.4 0.6 0.6
C 1.2 2.1 -0.2
O -0.6 0.0 0.6
H 0.0 -0.2 0.0
H -0.1 0.2 0.1
H -0.1 0.0 0.0

Properties
* total charge: -1
* LUMO level (spin up / spin down): 2.602 / 2.600 eV
* multiplicity: 3
* HOMO (spin up / spin down): -5.50 / -5.58 eV
* HOMO-LUMO gap (spin up / spin down): 8.098 / 8.183 eV